Entry 1:
One molecule with the formula C7H14NOP. Source: the Open Molecules 2025 dataset; level of theory: ωB97M-V/def2-TZVPD.

The maximum force comes out at 4.49 eV Å⁻¹. Its expectation value of S² is 2.01. The calculation puts the total energy at -746.1829 a.u. The energy above the lowest of the compared OMol25 structures with the same formula, charge and spin is 53.3 kcal/mol.

```
! RIJCOSX wB97M-V def2-TZVPD def2/J DEFGRID3
* xyz 0 3
C 0.374 -1.799 0.013
C -0.094 1.837 -1.019
C -1.463 1.441 -0.443
C 0.787 0.759 -0.424
C -0.140 -0.324 0.046
C 1.486 1.276 0.896
C 1.696 -2.651 -0.142
N -1.425 0.025 -0.319
O -0.001 -1.044 1.219
P -2.692 -0.879 0.313
H -0.519 -2.481 -0.258
H -0.118 1.744 -2.183
H 0.204 2.887 -0.779
H -1.625 2.026 0.548
H -2.367 1.782 -1.020
H 1.577 0.450 -1.088
H 0.850 1.043 1.756
H 1.865 2.299 0.737
H 2.224 0.492 1.178
H 1.624 -3.502 0.561
H 2.450 -1.947 0.063
H 1.684 -2.940 -1.185
H -3.646 0.057 -0.097
H -2.732 -0.551 1.627
*
```



Entry 2:
A 6-piece molecular cluster, C60H82FN2O2 overall. Source: the Open Molecules 2025 dataset; level of theory: ωB97M-V/def2-TZVPD.

The maximum force comes out at 7.15 eV Å⁻¹. The calculation puts the total energy at -2694.5478 a.u.

```
! RIJCOSX wB97M-V def2-TZVPD def2/J DEFGRID3
* xyz 1 1
C 3.655 -5.337 -0.492
C 3.313 -4.206 0.105
C 2.535 -2.811 0.409
C 1.384 -2.963 1.529
C 0.153 -3.954 1.074
N -0.658 -3.320 -0.021
C -0.811 -4.162 -1.277
C 0.616 -4.655 -1.890
C 1.342 -3.778 -2.792
C -1.928 -5.319 -1.175
C -1.546 -6.623 -0.329
C -0.652 -7.745 -1.044
C -0.588 -7.715 -2.649
F 0.680 -7.791 -0.397
O -3.181 -4.788 -0.579
C -2.928 -4.094 0.666
C -2.000 -2.756 0.450
C -1.900 -1.819 1.749
C -1.244 -0.347 1.404
C -2.328 0.867 1.641
C -2.295 1.886 0.378
C -1.677 3.292 0.904
C -0.460 3.666 -0.134
C 0.666 4.426 0.756
C 1.975 4.899 -0.072
C 1.883 4.686 -1.670
C 2.316 3.197 -2.164
C 1.798 3.027 -3.702
C 2.970 2.163 -4.468
C 2.260 1.178 -5.566
C 2.013 -0.273 -4.839
C 0.629 -0.897 -5.459
O -2.539 -1.880 -0.617
C -3.888 -1.532 -0.366
N -5.076 -1.268 -0.262
H 3.965 -6.270 -1.111
H 2.172 -2.277 -0.541
H 3.350 -2.116 0.874
H 1.016 -1.900 1.797
H 1.831 -3.392 2.518
H 0.627 -4.969 0.829
H -0.443 -4.132 2.062
H -0.120 -2.470 -0.330
H -1.198 -3.443 -2.115
H 1.093 -5.676 -1.692
H 0.926 -2.746 -3.078
H 2.375 -4.073 -3.238
H -2.239 -5.556 -2.275
H -2.557 -7.135 -0.041
H -1.043 -6.400 0.702
H -1.127 -8.775 -0.766
H -0.406 -8.818 -2.990
H -1.601 -7.425 -3.150
H 0.301 -7.119 -3.091
H -2.448 -4.764 1.495
H -3.977 -3.824 1.103
H -2.948 -1.566 2.199
H -1.287 -2.229 2.627
H -0.380 -0.124 2.158
H -0.754 -0.314 0.359
H -3.412 0.500 1.754
H -2.059 1.378 2.653
H -1.712 1.418 -0.496
H -3.395 1.999 0.006
H -1.200 3.247 1.950
H -2.533 4.060 0.894
H -0.880 4.343 -0.964
H 0.019 2.692 -0.534
H 0.118 5.333 1.248
H 0.936 3.721 1.647
H 2.114 6.033 0.155
H 2.879 4.309 0.344
H 2.668 5.411 -2.141
H 0.863 5.026 -2.122
H 3.464 3.144 -2.117
H 1.899 2.347 -1.512
H 0.768 2.507 -3.783
H 1.742 4.097 -4.163
H 3.542 1.555 -3.659
H 3.657 2.950 -4.958
H 3.034 1.058 -6.423
H 1.270 1.665 -5.921
H 2.864 -1.019 -5.098
H 1.936 -0.136 -3.681
H -0.236 -0.529 -4.792
H 0.617 -2.060 -5.409
H 0.490 -0.613 -6.569
C 4.531 -9.169 -0.160
C 3.280 -9.526 -0.658
C 3.060 -10.817 -1.131
C 4.089 -11.754 -1.097
C 5.339 -11.399 -0.596
C 5.561 -10.106 -0.132
H 4.703 -8.162 0.206
H 2.476 -8.796 -0.678
H 2.087 -11.092 -1.525
H 3.917 -12.762 -1.461
H 6.140 -12.131 -0.568
H 6.537 -9.827 0.254
C -7.180 5.131 1.266
C -7.334 6.432 1.738
C -6.357 7.388 1.476
C -5.229 7.045 0.735
C -5.077 5.746 0.260
C -6.050 4.787 0.529
H -7.941 4.385 1.473
H -8.216 6.700 2.310
H -6.474 8.400 1.850
H -4.469 7.792 0.527
H -4.198 5.479 -0.320
H -5.929 3.772 0.163
C -1.568 1.577 7.366
C -0.226 1.358 7.667
C 0.533 0.495 6.882
C -0.048 -0.142 5.788
C -1.389 0.080 5.484
C -2.150 0.936 6.275
H -2.160 2.248 7.980
H 0.229 1.860 8.516
H 1.576 0.318 7.121
H 0.545 -0.812 5.172
H -1.841 -0.415 4.629
H -3.196 1.105 6.042
C -0.008 5.697 9.017
C 1.195 6.304 9.364
C 2.293 6.213 8.513
C 2.185 5.523 7.309
C 0.980 4.918 6.960
C -0.115 5.002 7.815
H -0.863 5.765 9.682
H 1.278 6.849 10.300
H 3.233 6.681 8.788
H 3.039 5.456 6.643
H 0.895 4.381 6.020
H -1.052 4.526 7.545
C 0.963 5.039 -7.131
C 1.899 5.992 -6.739
C 1.797 7.301 -7.203
C 0.753 7.659 -8.052
C -0.185 6.707 -8.441
C -0.078 5.396 -7.985
H 1.044 4.018 -6.772
H 2.709 5.714 -6.072
H 2.531 8.042 -6.902
H 0.672 8.681 -8.409
H -1.000 6.987 -9.101
H -0.807 4.653 -8.293
*
```